(1)
Here is 2 unconnected molecules or ions with the total composition C4H10O2 at a distorted geometry from OMol25. Energies are from the ωB97M-V functional and the def2-TZVPD basis.

Each line ends with the Löwdin charge.
Geometry (Å):
1 C 0.6676 -0.7340 -1.9839  -0.095
2 C 0.9641 -0.1150 -0.6188  -0.196
3 C -0.2411 0.0774 0.2703  -0.414
4 O -1.2261 -0.8221 0.1082  0.017
5 C -0.1222 0.3995 1.7463  -0.269
6 O -1.4594 0.7289 2.0296  -0.171
7 H 1.5971 -0.8504 -2.5512  0.073
8 H 0.2062 -1.7205 -1.8804  0.075
9 H -0.0114 -0.1031 -2.5651  0.080
10 H 1.7042 -0.7327 -0.0856  0.126
11 H 1.4146 0.8755 -0.7198  0.116
12 H -0.9582 1.4448 0.0643  0.176
13 H -1.8027 -0.5748 0.8804  0.110
14 H 0.5605 1.2402 1.9053  0.125
15 H 0.2357 -0.4763 2.3056  0.140
16 H -1.5292 1.3627 1.0949  0.109

Calculated values
E_HOMO: -9.78 eV
Frontier orbital gap: 10.7 eV
Energy above the lowest of the compared OMol25 structures with the same formula, charge and spin: 3.047 eV
LUMO: 0.907 eV
Multiplicity: 1

(2)
Here is C4H10O2 in the gas phase at a distorted geometry from OMol25. Energies are from the ωB97M-V functional and the def2-TZVPD basis.

Each line ends with the Löwdin charge.
Geometry (Å):
1 C 0.0627 1.3614 -1.7424  -0.111
2 C 0.3015 1.1599 -0.2291  -0.203
3 C -0.4803 -0.0696 0.3724  -0.280
4 O -0.6557 -1.0605 -0.6335  -0.116
5 C 0.3657 -1.2078 1.3085  -0.145
6 O 0.1812 -2.6372 1.1685  -0.088
7 H 0.7335 2.1334 -2.1460  0.072
8 H 0.2550 0.4340 -2.2846  0.065
9 H -0.9628 1.6753 -1.9749  0.074
10 H 1.3765 1.0346 -0.0688  0.095
11 H 0.0419 2.1099 0.2734  0.106
12 H -1.5040 0.3550 0.5675  0.142
13 H -1.2708 -1.6679 -0.2008  0.091
14 H 0.1397 -1.0846 2.3531  0.099
15 H 1.3897 -0.9805 1.0142  0.105
16 H 0.6435 -3.0123 0.3985  0.096

Calculated values
E_HOMO: -9.52 eV
SMILES: CC[C@@H](O)CO
Frontier orbital gap: 10.4 eV
Energy above the lowest of the compared OMol25 structures with the same formula, charge and spin: 2.342 eV
LUMO: 0.915 eV
Multiplicity: 1

Q: Among the records above, which one has the highest energy above the lowest of the compared OMol25 structures with the same formula, charge and spin?
A: number 1